45
Properties=species:S:1:pos:R:3:nbo_charge:R:1 method="wB97M-V/def2-TZVPD" total_charge=+2 spin_multiplicity=5 max_force_ev_per_a=0.6 e_tot_ev=-40287.9380 s2=6.015
Ir 0.29611 0.68424 -0.02725 1.324
C -2.59149 1.68332 0.63368 -0.232
C -2.97062 0.23567 0.52565 -0.253
N -1.74418 -0.55342 0.75369 -0.549
C -1.60280 -1.00332 2.13821 -0.273
C -0.20424 -1.47382 2.36725 0.228
C 0.13322 -2.37598 3.35483 -0.218
C 1.46254 -2.73777 3.50214 -0.084
C 2.41817 -2.19008 2.65850 -0.216
C 2.00754 -1.29299 1.69726 0.226
C 2.94590 -0.62049 0.74752 -0.320
N 2.24443 0.43667 0.07347 -0.417
C 0.61497 2.71458 0.48897 -0.579
C -0.72979 3.21654 0.00000 -0.259
N -1.44962 1.92530 -0.28277 -0.578
N 0.72062 -0.94621 1.55739 -0.488
H -2.25546 1.92335 1.64375 0.213
H -3.42061 2.34577 0.38561 0.250
H -3.36138 0.01256 -0.45912 0.246
H -3.74091 -0.01780 1.25522 0.239
H -1.70659 -1.34389 0.11791 0.421
H -2.31436 -1.79969 2.36244 0.244
H -1.82714 -0.17221 2.81034 0.236
H -0.63395 -2.79292 3.99382 0.257
H 1.75453 -3.44303 4.26929 0.260
H 3.46361 -2.45543 2.74840 0.258
H 3.32268 -1.33244 -0.00150 0.279
H 3.82630 -0.22392 1.25741 0.267
H 2.85860 1.08733 -0.40543 0.417
H 1.46874 3.06611 -0.08794 0.237
H 0.80714 2.80152 1.55741 0.250
H -0.66612 3.81652 -0.90403 0.244
H -1.27689 3.78430 0.74800 0.234
H -1.76858 1.88849 -1.24776 0.426
F 2.67523 0.55899 -2.36598 -0.322
C 1.50901 0.08483 -2.83992 0.370
C 0.38328 -0.02277 -2.02881 -0.455
C -0.76097 -0.49459 -2.66111 0.303
F -1.90601 -0.64410 -1.96417 -0.334
C -0.80922 -0.85443 -3.98637 0.283
F -1.92397 -1.31472 -4.52581 -0.256
C 0.33797 -0.72879 -4.75411 0.346
F 0.31881 -1.05988 -6.02308 -0.238
C 1.50188 -0.25147 -4.17659 0.266
F 2.59363 -0.11994 -4.90641 -0.253